C5H9N3 | ωB97M-V/def2-TZVPD

For the LUMO energy, the calculation gives 1.1 eV. As for the energy relative to the best compared isomer or geometry (same formula, charge and spin): 135.2 kcal per mole. The largest force on an atom comes out at 0.089 hartree/bohr. The value obtained for the frontier orbital gap is 10.02 eV.

```
! wB97M-V def2-TZVPD RIJCOSX def2/J DEFGRID3
* xyz 0 1
C -0.15 0.47 -0.03
C -1.29 0.08 1.10
C -0.18 -0.96 1.44
C 0.25 -0.94 -0.18
C -0.46 0.78 -1.48
H 0.86 2.24 0.31
H 1.84 0.78 0.20
H -2.22 -0.10 0.50
H -1.57 0.98 1.81
H 0.50 -0.47 2.14
H -0.39 -2.11 1.73
H -0.43 -1.50 -0.76
H 1.67 -1.38 -1.96
H -1.07 1.48 -2.17
N 0.91 1.25 0.67
N 1.23 -0.78 -1.22
N 0.51 0.18 -2.08
*
```